1.
{"formula": "C26H27Cl4NO2", "method": "ωB97M-V/def2-TZVPD", "smiles": "C[N+](=O)[O-].ClC(Cl)(Cl)Cl.c1ccccc1.c1ccccc1.c1ccccc1.c1ccccc1", "de_lowest_kcal_mol": 0.73, "e_lumo_ha": -0.0004, "homo_lumo_gap_ha": 0.3397, "multiplicity": 1, "elements": ["C", "Cl", "Cl", "Cl", "Cl", "C", "N", "O", "O", "H", "H", "H", "C", "C", "C", "C", "C", "C", "H", "H", "H", "H", "H", "H", "C", "C", "C", "C", "C", "C", "H", "H", "H", "H", "H", "H", "C", "C", "C", "C", "C", "C", "H", "H", "H", "H", "H", "H", "C", "C", "C", "C", "C", "C", "H", "H", "H", "H", "H", "H"], "coordinates": [[0.230856, -0.948211, 1.623965], [-1.181305, -0.235862, 2.344538], [1.282377, 0.395569, 1.046741], [1.106567, -1.850511, 2.849034], [-0.344010, -1.966867, 0.303368], [3.266379, -0.418734, -4.210843], [4.391693, -1.230120, -4.856933], [4.771793, -0.731595, -5.860111], [4.625029, -2.381336, -4.562641], [2.493616, -1.072438, -4.615320], [3.127289, 0.556564, -4.677271], [3.217558, -0.430971, -3.122006], [-0.807631, 2.113636, -3.591578], [-1.034273, 1.295223, -4.667792], [-0.870216, 1.814495, -5.992374], [-0.376856, 3.117590, -6.200651], [-0.096445, 3.866451, -5.052667], [-0.262451, 3.380691, -3.793003], [-0.892594, 1.703889, -2.595948], [-1.425471, 0.291880, -4.586086], [-0.942016, 1.217118, -6.889249], [-0.241074, 3.413205, -7.230497], [0.240829, 4.880898, -5.206070], [-0.062991, 3.953757, -2.899576], [1.177241, 6.696785, 1.756905], [1.745364, 5.547965, 2.231416], [3.115261, 5.492027, 2.519252], [3.908840, 6.623882, 2.313728], [3.324510, 7.787619, 1.823995], [1.985454, 7.820784, 1.549679], [0.127062, 6.787954, 1.521960], [1.167469, 4.642669, 2.344899], [3.646919, 4.712389, 3.044518], [4.951978, 6.504488, 2.566762], [3.931568, 8.651538, 1.597023], [1.568047, 8.720391, 1.122034], [-6.931819, -0.904740, -1.105828], [-7.816427, -0.635864, -2.170437], [-7.327289, -0.579875, -3.487572], [-6.060793, -1.175879, -3.717762], [-5.260704, -1.497867, -2.613086], [-5.641587, -1.380672, -1.334614], [-7.389396, -0.841066, -0.129615], [-8.826833, -0.272902, -2.053222], [-7.986010, -0.310370, -4.299888], [-5.744285, -1.212696, -4.749691], [-4.278948, -1.929309, -2.741207], [-4.986914, -1.691236, -0.533772], [1.571238, -6.504612, 8.166000], [2.022786, -6.037435, 6.929099], [2.704168, -6.813883, 6.030922], [2.949675, -8.171026, 6.355326], [2.489306, -8.695214, 7.563533], [1.825873, -7.891575, 8.474226], [1.064128, -5.818784, 8.828485], [1.872901, -4.988283, 6.721217], [3.019608, -6.404151, 5.082754], [3.581807, -8.798590, 5.744611], [2.698369, -9.744938, 7.707641], [1.584782, -8.421839, 9.383680]], "forces_ev_per_angstrom": [[0.2, 0.5, -0.1], [-0.6, 0.4, 0.5], [-0.2, -0.6, -0.1], [0.1, -0.3, -0.2], [0.5, -0.1, -0.1], [-0.6, -1.4, -0.1], [-1.2, -0.1, 0.5], [1.5, 1.4, -2.1], [-0.1, 0.1, 1.3], [-0.7, 0.3, 0.5], [0.7, -0.2, 0.2], [0.4, -0.1, -0.2], [0.8, -0.4, 0.1], [-0.6, 0.4, -2.3], [1.1, 0.6, 0.8], [-0.8, -1.8, 1.2], [0.3, 1.1, -1.6], [-0.8, -0.6, 1.1], [-0.2, 0.1, 0.2], [0.1, -0.1, 0.3], [-0.5, -0.4, 0.2], [0.2, 0.5, 0.2], [0.2, 0.1, 0.2], [0.2, 0.4, -0.2], [0.2, 1.1, -0.4], [0.7, -1.3, 0.3], [0.3, 1.4, 0.3], [-0.7, -0.7, 0.1], [1.0, -0.1, -0.1], [-0.7, -0.1, -0.2], [-0.1, -0.3, 0.0], [-0.2, 0.0, 0.2], [-0.5, -0.7, -0.3], [0.2, 0.5, -0.1], [0.1, 0.1, 0.1], [-0.2, 0.1, 0.1], [-1.6, -0.4, -0.3], [1.3, 1.2, -0.6], [0.9, -2.1, 0.9], [-1.1, 1.6, 0.5], [1.3, -0.8, -2.5], [-1.7, 0.7, 1.6], [0.4, 0.0, 0.3], [-0.1, -0.1, 0.6], [0.1, 0.1, -0.1], [0.5, -0.3, 0.1], [0.2, 0.0, -0.5], [0.0, 0.2, 0.1], [0.8, -2.3, -0.2], [-0.5, 0.8, 1.0], [0.4, -1.9, 0.0], [-0.1, 1.2, 0.1], [0.4, 0.6, -1.1], [-0.2, 1.1, -0.3], [0.0, -0.2, 0.2], [-0.1, 0.1, -0.2], [0.2, 0.0, 0.0], [-0.2, 0.0, -0.4], [-0.1, 0.0, 0.6], [-0.5, 0.6, 0.4]], "mulliken_charge": [0.38, -0.10, -0.10, -0.09, -0.09, -0.70, 0.84, -0.50, -0.53, 0.28, 0.34, 0.26, -0.50, -0.41, -0.39, -0.32, -0.36, -0.34, 0.43, 0.41, 0.33, 0.40, 0.34, 0.41, -0.47, -0.36, -0.40, -0.26, -0.41, -0.25, 0.37, 0.39, 0.35, 0.35, 0.35, 0.35, -0.24, -0.45, -0.35, -0.44, -0.18, -0.41, 0.33, 0.33, 0.35, 0.34, 0.32, 0.40, -0.51, -0.20, -0.46, -0.27, -0.38, -0.25, 0.37, 0.33, 0.35, 0.34, 0.35, 0.33]}


2.
{"formula": "C34H32Cl5LaN4O5S", "method": "ωB97M-V/def2-TZVPD", "de_lowest_kcal_mol": 6.29, "e_lumo_ha": -0.0575, "homo_lumo_gap_ha": 0.2196, "multiplicity": 1, "elements": ["La", "C", "C", "C", "C", "C", "C", "N", "N", "C", "C", "C", "C", "C", "N", "H", "H", "H", "H", "H", "H", "H", "H", "H", "Cl", "C", "Cl", "Cl", "C", "O", "O", "S", "C", "N", "C", "C", "C", "C", "C", "C", "H", "H", "H", "H", "H", "Cl", "C", "Cl", "C", "O", "O", "H", "C", "C", "C", "C", "C", "C", "C", "C", "C", "C", "C", "C", "O", "H", "H", "H", "H", "H", "H", "H", "H", "H", "H", "H", "H", "H", "H", "H", "H", "H"], "coordinates": [[-0.530119, 0.527303, -0.915839], [-2.760059, 1.894759, 4.517505], [-2.379205, 3.107330, 3.952783], [-2.244265, 3.226513, 2.579814], [-2.467667, 2.101765, 1.797525], [-2.828246, 0.878707, 2.342857], [-2.996740, 0.784654, 3.715829], [-2.325422, 2.150181, 0.364606], [-2.647048, 3.231719, -0.157988], [-2.413939, 3.327080, -1.610987], [-3.381622, 4.036717, -2.309302], [-3.196752, 4.185061, -3.674297], [-2.043866, 3.680163, -4.262500], [-1.125879, 3.007092, -3.467173], [-1.316883, 2.813432, -2.163774], [-2.867114, 1.814308, 5.591013], [-2.179048, 3.961181, 4.585720], [-1.941928, 4.157342, 2.122761], [-3.004170, 0.023764, 1.700949], [-3.297490, -0.155059, 4.158075], [-4.247668, 4.422571, -1.793199], [-3.941548, 4.695285, -4.269809], [-1.853470, 3.793201, -5.319031], [-0.218889, 2.591117, -3.887545], [-2.337904, -1.745586, -0.668877], [-3.106838, -1.224789, -2.262079], [-3.873356, 0.390704, -1.951864], [-4.313370, -2.388881, -2.673765], [-2.046105, -0.942479, -3.457482], [-2.313342, -1.429522, -4.525792], [-1.127015, -0.136461, -3.122487], [1.376860, -4.107709, -4.365207], [0.434128, -2.768240, -3.813768], [-0.232383, -2.927373, -2.726199], [-0.031847, -4.211414, -2.229723], [-0.591425, -4.732821, -1.060802], [-0.302650, -6.029335, -0.705309], [0.543676, -6.823276, -1.492304], [1.115127, -6.324913, -2.639856], [0.823066, -5.009405, -2.999029], [0.403397, -1.846506, -4.379135], [-1.228248, -4.120586, -0.445486], [-0.730192, -6.444390, 0.197693], [0.754032, -7.840625, -1.189584], [1.773357, -6.935133, -3.242896], [3.792424, -1.255181, -3.134629], [2.944642, -0.628671, -1.735072], [2.053824, 0.904015, -2.275856], [2.018907, -1.701835, -1.079887], [2.535633, -2.776368, -0.854849], [0.837229, -1.322478, -0.823825], [3.680570, -0.280483, -1.011520], [0.840339, -2.890496, 2.142763], [0.614702, -1.389426, 2.277899], [0.180967, -1.023116, 3.701918], [1.826056, -0.536737, 1.933476], [3.112797, -0.977559, 2.199008], [4.208867, -0.134278, 2.048215], [4.004836, 1.191626, 1.698063], [2.734359, 1.684780, 1.410976], [2.549702, 3.177786, 1.200081], [2.074911, 3.602037, -0.186762], [1.609366, 3.739852, 2.270152], [1.659601, 0.780345, 1.446571], [0.445548, 1.140896, 0.996061], [-0.101829, -3.420224, 2.303823], [1.541636, -3.258180, 2.894579], [1.224451, -3.159003, 1.159564], [-0.220028, -1.120578, 1.612128], [1.000741, -1.197792, 4.401887], [-0.671956, -1.626991, 4.023206], [-0.099347, 0.029803, 3.770361], [3.268949, -1.998599, 2.519030], [5.208350, -0.502335, 2.239444], [4.846452, 1.873753, 1.652093], [3.539564, 3.621754, 1.352604], [1.088794, 3.188239, -0.408892], [2.764765, 3.283975, -0.967486], [1.991797, 4.690277, -0.237964], [0.617499, 3.299752, 2.166023], [1.521739, 4.825009, 2.180504], [1.973236, 3.508963, 3.272283]], "forces_ev_per_angstrom": [[0.0, 0.2, 0.1], [0.0, 0.0, 0.0], [0.0, 0.0, 0.0], [0.0, -0.2, 0.1], [-0.2, 0.1, -0.6], [0.0, 0.1, 0.1], [0.0, 0.1, 0.0], [0.1, 0.7, 0.0], [0.3, -0.4, -0.7], [-0.4, 0.2, 0.9], [0.3, -0.2, -0.1], [0.1, -0.1, 0.0], [0.0, 0.0, 0.2], [-0.2, 0.1, -0.3], [-0.2, 0.0, 0.6], [0.0, 0.0, 0.0], [0.0, 0.0, 0.0], [0.0, 0.0, 0.0], [0.0, 0.0, 0.0], [0.0, 0.0, 0.0], [0.0, 0.0, 0.0], [0.0, 0.0, 0.0], [0.0, 0.0, 0.0], [0.0, 0.0, 0.0], [-0.5, 0.1, -0.5], [0.0, 0.2, 0.0], [0.1, -0.3, 0.0], [-0.1, -0.1, 0.0], [-0.2, -0.1, -0.1], [0.0, 0.0, 0.2], [-0.3, -0.1, -0.2], [0.0, 0.0, 0.0], [-0.1, 0.1, 0.0], [-0.2, -0.5, -0.2], [0.1, 0.1, 0.0], [0.1, 0.0, -0.1], [0.1, -0.1, 0.0], [-0.1, -0.1, 0.1], [0.0, 0.1, -0.1], [0.0, -0.1, 0.0], [0.0, 0.0, 0.0], [0.0, 0.0, 0.0], [0.0, 0.0, 0.0], [0.0, 0.0, 0.0], [0.0, 0.0, 0.0], [0.1, -0.1, 0.0], [0.1, 0.2, -0.1], [0.4, -0.4, 0.1], [0.3, -0.2, -0.1], [0.0, 0.3, -0.1], [0.1, 0.2, 0.3], [-0.1, 0.0, 0.0], [0.0, -0.1, 0.0], [0.0, 0.2, -0.1], [-0.1, 0.0, 0.0], [0.1, 0.1, 0.0], [0.1, 0.1, 0.0], [0.0, 0.0, 0.0], [0.0, -0.1, 0.0], [0.1, -0.2, 0.0], [-0.1, -0.1, 0.1], [0.0, 0.1, -0.1], [0.0, 0.0, 0.1], [-0.3, -0.1, 0.0], [0.3, 0.4, 0.6], [0.0, 0.0, 0.0], [0.0, 0.0, 0.0], [0.0, 0.0, 0.0], [0.2, 0.0, 0.1], [0.0, 0.0, 0.0], [0.0, 0.0, 0.0], [0.0, 0.0, 0.0], [0.0, 0.0, 0.0], [0.0, 0.0, 0.0], [0.0, 0.0, 0.0], [-0.1, 0.0, 0.0], [0.0, 0.0, 0.0], [0.0, 0.0, 0.0], [0.0, 0.0, 0.0], [0.0, 0.0, 0.0], [0.0, 0.0, 0.0], [0.0, 0.0, 0.0]], "mulliken_charge": [1.49, -0.45, -0.69, -0.07, 0.03, -0.12, -0.85, 0.89, -0.88, -0.10, -0.66, -0.41, -0.69, -0.38, 0.25, 0.40, 0.39, 0.46, 0.45, 0.44, 0.53, 0.42, 0.45, 0.39, -0.16, 0.48, -0.08, -0.09, 0.15, -0.65, -0.29, -0.31, -0.23, 0.28, -0.58, -0.30, -0.94, -0.44, -0.54, 1.07, 0.39, 0.34, 0.40, 0.38, 0.40, -0.13, 0.17, -0.16, -0.10, -0.65, 0.72, 0.20, -2.08, 2.65, -1.69, -0.02, -0.26, -1.55, -1.03, 0.67, 0.16, -1.24, -1.51, 1.25, -0.44, 0.46, 0.34, 0.30, -1.07, 0.27, 0.46, 0.29, 0.35, 0.38, 0.39, 0.71, -0.05, 0.26, 0.51, 0.06, 0.44, 0.38]}


3.
{"formula": "C27H23NO7S", "method": "ωB97M-V/def2-TZVPD", "smiles": "O=C1OC(=O)C(C[SH](=O)=O)=C1CCCCn1cccc1.O=C1c2ccccc2C(=O)c2ccccc21", "e_lumo_ha": -0.0372, "homo_lumo_gap_ha": 0.2809, "multiplicity": 1, "elements": ["O", "C", "O", "C", "O", "C", "C", "S", "O", "O", "C", "C", "C", "C", "C", "N", "C", "C", "C", "C", "H", "H", "H", "H", "H", "H", "H", "H", "H", "H", "H", "H", "H", "H", "H", "C", "C", "C", "C", "C", "C", "C", "O", "C", "C", "C", "C", "C", "C", "C", "O", "H", "H", "H", "H", "H", "H", "H", "H"], "coordinates": [[-0.063950, -7.809480, 0.358247], [-0.679769, -6.787311, 0.294759], [-1.627318, -6.360417, 1.202611], [-2.454846, -5.428416, 0.553018], [-3.590348, -5.328625, 0.896756], [-1.623032, -4.802775, -0.557795], [-1.765158, -3.561115, -1.405081], [-3.222277, -2.523987, -1.154962], [-3.907782, -2.781894, 0.069132], [-2.752870, -1.162507, -1.220106], [-0.607461, -5.650727, -0.708728], [0.548296, -5.647465, -1.684072], [1.554781, -4.506540, -1.470380], [2.407578, -4.699629, -0.209541], [3.514858, -3.626030, -0.081257], [3.033536, -2.279726, -0.289933], [2.903082, -1.566303, -1.431400], [2.408199, -0.339685, -1.169149], [2.186084, -0.311842, 0.248453], [2.579283, -1.506492, 0.730346], [-0.902686, -2.898439, -1.318926], [-1.789229, -3.890512, -2.454436], [-4.013551, -2.670304, -2.263326], [1.073751, -6.592964, -1.514068], [0.168022, -5.656807, -2.711835], [2.257930, -4.543423, -2.314569], [1.095882, -3.516424, -1.509010], [1.793372, -4.715660, 0.697116], [2.925989, -5.661965, -0.297495], [3.882958, -3.669154, 0.947071], [4.361387, -3.870583, -0.727524], [3.182867, -1.965195, -2.397045], [2.196501, 0.455777, -1.863988], [1.766974, 0.504145, 0.812141], [2.535306, -1.805473, 1.767215], [-1.924651, 1.801748, 0.178440], [-3.023184, 2.526576, -0.272474], [-3.017792, 3.910512, -0.209690], [-1.917547, 4.577663, 0.315683], [-0.824624, 3.848822, 0.790111], [-0.829924, 2.462166, 0.708703], [0.343139, 4.538455, 1.400071], [1.295777, 3.905423, 1.808662], [0.314890, 6.023088, 1.506216], [1.370399, 6.683318, 2.123262], [1.362503, 8.064797, 2.216893], [0.303417, 8.794657, 1.686190], [-0.753511, 8.141461, 1.074896], [-0.756749, 6.754634, 0.990629], [-1.916553, 6.064119, 0.361162], [-2.841726, 6.701585, -0.099224], [-1.929084, 0.721339, 0.118734], [-3.883231, 2.007659, -0.675336], [-3.870174, 4.473373, -0.565452], [0.020097, 1.899748, 1.064208], [2.195536, 6.116660, 2.533099], [2.183335, 8.576777, 2.702404], [0.302330, 9.874937, 1.754185], [-1.579028, 8.708429, 0.666389]], "forces_ev_per_angstrom": [[-0.4, 0.9, 0.0], [-0.1, 1.0, 0.2], [-0.2, -1.0, -0.3], [-0.8, 0.3, 0.6], [1.0, 0.1, -0.5], [0.1, -0.5, 0.6], [-0.8, -0.9, -0.4], [0.4, 2.4, 1.4], [-0.4, -1.2, -0.4], [0.4, -0.1, -1.1], [1.3, -0.6, -0.8], [-0.3, -0.1, 0.4], [0.5, -0.3, -0.2], [0.2, 0.3, -0.4], [-0.4, -0.6, 0.3], [0.3, -0.5, 0.7], [0.6, -0.6, -1.8], [-0.6, 0.7, 1.0], [-0.4, 1.0, -0.9], [-0.2, 0.0, 1.2], [-0.2, 0.1, 0.3], [0.0, 0.2, 0.1], [0.2, -0.6, 0.3], [-0.1, 0.0, -0.3], [0.0, 0.1, 0.1], [-0.2, 0.1, 0.0], [0.0, -0.1, 0.1], [0.0, 0.0, -0.1], [-0.2, 0.0, 0.2], [0.1, 0.0, -0.2], [-0.2, 0.3, -0.2], [0.1, -0.1, 0.2], [0.1, -0.1, -0.1], [0.1, 0.0, 0.1], [0.2, -0.4, -0.2], [0.0, 0.0, 0.0], [0.1, 0.0, 0.0], [-0.1, -0.1, -0.1], [0.1, 0.0, 0.1], [-0.1, 0.1, 0.0], [-0.1, -0.1, 0.0], [0.3, -0.2, 0.1], [0.0, 0.0, 0.0], [-0.1, 0.1, 0.0], [0.1, 0.1, 0.1], [-0.1, 0.0, 0.0], [0.0, -0.1, 0.0], [0.0, 0.2, 0.0], [0.1, -0.1, 0.0], [-0.3, 0.1, -0.1], [0.0, 0.0, 0.0], [0.0, 0.0, 0.0], [0.0, 0.0, 0.0], [0.1, 0.1, 0.0], [0.1, 0.1, 0.1], [-0.1, -0.1, -0.1], [0.0, 0.0, 0.0], [0.0, 0.0, 0.0], [-0.1, -0.1, 0.0]], "mulliken_charge": [-0.53, 0.20, -0.31, 0.24, -0.46, 0.79, -0.60, 0.90, -0.58, -0.58, 0.37, -1.31, -0.10, -0.34, -1.20, 0.33, -0.34, -0.67, -0.34, -0.68, 0.09, 0.50, 0.16, 0.38, 0.43, 0.31, 0.09, 0.31, 0.36, 0.39, 0.42, 0.36, 0.44, 0.62, 0.34, -0.42, -0.54, -0.66, 0.33, 0.33, -0.71, 0.50, -0.68, 0.15, -0.51, -0.48, -0.45, -0.56, 0.13, 0.60, -0.67, 0.54, 0.44, 0.47, 0.49, 0.47, 0.39, 0.40, 0.47]}